[1]
Entry from OMol25: the molecule C4H6N4 (ωB97M-V/def2-TZVPD).

The SMILES is c1[nH]nnc1N1CC1. The value obtained for the orbital gap is 9.56 eV. Its energy above the lowest of the compared OMol25 structures with the same formula, charge and spin is 625.3 kJ/mol.

Element x y z (Å)
C (2.134, -0.276, -0.557)
C (1.905, -0.203, 0.870)
C (0.009, 0.404, -0.391)
C (-1.251, 1.127, 0.004)
H (3.245, -0.294, -1.187)
H (1.332, -1.099, -1.084)
H (2.457, 0.396, 1.650)
H (1.017, -0.935, 1.227)
H (-1.746, 2.108, 0.094)
H (-3.238, 0.098, -0.024)
N (1.234, 0.945, -0.079)
N (-2.166, 0.069, 0.099)
N (-1.604, -1.037, 0.067)
N (-0.301, -0.918, -0.121)

Cartesian forces, eV/Å:
1.15 -1.81 -3.08
-2.35 1.05 1.36
-6.03 2.04 4.68
-0.10 -1.78 -1.94
-3.34 0.86 2.16
3.09 2.14 1.44
0.03 -1.27 -1.18
2.69 1.77 -0.38
1.20 -0.35 -0.41
2.54 0.06 0.72
3.19 -3.27 -0.94
-1.74 4.69 -0.44
2.09 -4.79 -0.64
-2.44 0.67 -1.33



[2]
Entry from OMol25: a cluster of 2 separate species, C5H6BrF in total (ωB97M-V/def2-TZVPD).

The value obtained for the orbital gap (spin up / spin down) is 7.27 / 7.28 eV. Its energy above the lowest of the compared OMol25 structures with the same formula, charge and spin is 595.0 kJ/mol.

Element x y z (Å)
C (1.250, -2.171, -1.652)
C (0.434, -1.189, -1.159)
C (0.682, 0.094, -0.816)
C (-1.477, 0.567, 1.133)
C (-0.754, 1.574, 1.927)
F (-2.141, 1.305, 0.172)
Br (1.264, 1.233, -2.089)
H (0.876, -3.112, -1.323)
H (2.296, -2.025, -2.015)
H (-0.445, -1.712, -0.714)
H (-0.168, 0.846, 2.689)
H (-1.625, 2.158, 2.376)
H (-0.191, 2.431, 1.469)

Cartesian forces, eV/Å:
0.75 1.63 0.35
-0.80 -3.93 -0.76
-0.10 1.87 1.46
-0.61 1.45 -1.65
0.64 -0.85 2.10
0.46 -0.87 0.55
0.43 0.50 -0.81
0.36 -1.09 -0.60
-1.10 -0.15 0.36
0.33 1.18 0.10
-1.07 2.55 -1.33
0.82 -1.00 0.22
-0.12 -1.27 0.00



[3]
Entry from OMol25: a cluster of 2 separate species, C36H36N2O4S in total (ωB97M-V/def2-TZVPD).

The value obtained for the orbital gap is 3.89 eV. Its energy above the lowest of the compared OMol25 structures with the same formula, charge and spin is 45.9 kJ/mol.

Element x y z (Å)
C (-4.254, 0.068, 5.262)
N (-3.808, 0.216, 3.895)
C (-4.268, 1.249, 3.133)
O (-5.060, 2.116, 3.508)
C (-3.612, 1.133, 1.762)
C (-2.766, 2.350, 1.409)
C (-3.573, 3.623, 1.347)
C (-3.217, 4.689, 2.175)
C (-3.983, 5.855, 2.171)
C (-5.105, 5.951, 1.335)
C (-5.430, 4.895, 0.471)
C (-4.661, 3.726, 0.474)
N (-2.791, -0.072, 1.879)
C (-1.968, -0.461, 0.876)
C (-1.162, -1.595, 0.919)
C (-0.210, -1.983, -0.024)
C (0.315, -3.332, -0.038)
C (0.859, -3.948, -1.196)
C (1.384, -5.231, -1.186)
C (1.293, -6.023, -0.030)
C (0.727, -5.467, 1.124)
C (0.312, -4.136, 1.143)
C (-2.909, -0.720, 3.212)
C (-1.559, -0.763, 3.944)
C (-3.597, -2.089, 3.102)
H (-4.898, 0.915, 5.519)
H (-4.822, -0.861, 5.401)
H (-3.400, 0.054, 5.950)
H (-4.406, 0.966, 1.012)
H (-1.983, 2.444, 2.182)
H (-2.276, 2.160, 0.440)
H (-2.352, 4.574, 2.833)
H (-3.703, 6.679, 2.828)
H (-5.722, 6.852, 1.354)
H (-6.289, 4.973, -0.201)
H (-4.907, 2.886, -0.183)
H (-1.960, 0.184, -0.018)
H (-1.330, -2.259, 1.770)
H (0.047, -1.313, -0.848)
H (0.892, -3.361, -2.120)
H (1.862, -5.638, -2.082)
H (1.660, -7.045, -0.034)
H (0.607, -6.079, 2.023)
H (0.009, -3.679, 2.095)
H (-1.193, 0.266, 4.072)
H (-1.679, -1.236, 4.927)
H (-0.807, -1.322, 3.383)
H (-4.641, -1.934, 2.795)
H (-3.105, -2.742, 2.376)
H (-3.593, -2.582, 4.080)
C (4.023, 4.117, -6.078)
C (4.291, 2.772, -6.351)
C (4.196, 1.818, -5.339)
C (3.819, 2.221, -4.051)
S (3.978, 1.038, -2.689)
C (2.457, 0.318, -2.266)
C (2.344, -1.093, -2.424)
O (1.350, -1.585, -3.001)
C (3.503, -1.921, -1.887)
C (4.364, -1.452, -0.873)
C (5.485, -2.197, -0.490)
C (5.713, -3.453, -1.057)
C (4.807, -3.973, -1.986)
C (3.728, -3.196, -2.416)
O (4.863, 0.071, -3.306)
O (4.428, 1.840, -1.568)
C (3.573, 3.565, -3.762)
C (3.656, 4.509, -4.787)
H (4.127, 4.864, -6.864)
H (4.598, 2.455, -7.346)
H (4.435, 0.774, -5.531)
H (1.577, 0.965, -2.344)
H (4.157, -0.499, -0.375)
H (6.189, -1.764, 0.225)
H (6.594, -4.023, -0.779)
H (4.939, -4.969, -2.405)
H (3.036, -3.568, -3.177)
H (3.342, 3.857, -2.738)
H (3.459, 5.554, -4.557)

Cartesian forces, eV/Å:
0.11 -0.40 0.43
-0.13 0.53 -0.41
-0.88 0.85 0.69
1.29 -1.37 -0.78
-0.61 0.04 -0.27
0.26 0.20 0.02
0.04 0.07 -0.10
-0.34 -0.07 -0.17
-0.18 -0.12 -0.19
0.24 -0.19 -0.01
0.17 -0.11 0.16
0.05 0.45 0.29
1.16 -0.60 -1.42
-0.59 0.87 1.06
0.67 -0.78 0.21
-1.24 -0.17 -0.11
0.82 -1.17 0.69
-0.03 0.93 -0.31
-0.16 -0.62 0.59
-0.21 0.80 -0.44
-0.11 0.25 0.20
-0.18 0.14 -0.11
-0.12 -0.11 0.43
0.01 0.19 -0.09
-0.14 0.06 -0.03
0.19 -0.18 -0.25
0.08 0.19 -0.06
-0.14 0.03 -0.11
0.26 0.14 0.26
-0.17 -0.02 -0.37
-0.06 0.16 0.31
-0.30 0.17 -0.18
-0.17 -0.19 -0.20
0.23 -0.30 -0.05
0.27 0.03 0.25
0.00 0.37 0.16
-0.04 -0.33 0.53
0.09 0.16 -0.63
0.01 -0.21 -0.06
0.04 0.00 0.26
-0.28 0.24 0.30
-0.07 0.15 0.05
0.23 0.30 -0.26
0.07 -0.41 -0.40
-0.07 -0.32 0.04
0.01 0.15 -0.25
-0.12 0.09 0.23
0.31 -0.11 0.02
-0.14 0.07 0.20
0.01 0.06 -0.19
-0.01 -0.09 0.16
-0.07 0.05 0.23
-0.27 0.24 0.19
-0.03 0.27 0.10
-0.65 0.32 0.13
0.48 -0.05 -0.43
0.42 1.52 -0.48
-0.29 -1.02 0.79
-0.12 -0.50 0.06
-0.15 -0.25 0.03
-0.36 0.08 -0.33
-0.21 0.10 -0.04
-0.14 0.34 -0.07
0.08 0.06 0.15
0.29 -0.33 0.51
0.46 0.25 -0.07
-0.12 -0.26 -0.36
0.06 -0.16 0.02
-0.07 -0.18 0.18
-0.07 0.14 0.16
-0.07 0.25 0.12
0.41 -0.27 -0.34
0.10 -0.30 -0.38
-0.23 -0.25 -0.14
-0.12 0.02 0.01
0.13 0.18 0.08
0.28 0.15 0.17
0.08 -0.06 -0.25
0.07 -0.16 -0.13



[4]
Entry from OMol25: a structure of composition C5H5NO (ωB97M-V/def2-TZVPD).

The value obtained for the orbital gap is 8.73 eV. Its energy above the lowest of the compared OMol25 structures with the same formula, charge and spin is 526.0 kJ/mol.

Element x y z (Å)
O (-1.949, 0.046, -0.351)
C (-1.073, -0.832, 0.319)
C (0.387, -0.449, 0.152)
C (0.715, 0.857, -0.027)
C (0.930, 1.943, -0.640)
C (1.416, -1.385, 0.414)
N (2.232, -2.169, 0.673)
H (-1.917, 0.900, 0.099)
H (-1.289, -0.873, 1.395)
H (-1.251, -1.828, -0.095)
H (0.659, 0.772, -1.293)
H (1.140, 3.020, -0.648)

Cartesian forces, eV/Å:
0.07 0.22 0.08
0.05 -0.33 0.29
0.00 0.04 0.87
0.00 -0.39 0.68
-0.26 -1.32 -0.67
0.66 -0.77 0.42
-0.66 0.62 -0.33
-0.10 -0.11 -0.12
-0.21 -0.06 -0.10
0.10 0.13 0.04
0.56 2.92 -1.02
-0.20 -0.94 -0.13



Number 1: E -374.8232 hartree. Number 2: E -2867.7048 hartree. Number 3: E -2201.9528 hartree. Number 4: E -323.3193 hartree.